This record from the Open Molecules 2025 dataset describes a 4-piece molecular cluster, C24H46BCl2N6O6S overall. The level of theory is wB97M-V/def2-TZVPD.

Bonds (Å) are listed after each position.
Cartesian coordinates (Å):
1 Cl -5.44158 -1.31083 -0.94496  C26 1.832
2 Cl 0.78454 2.08466 0.43807  S3 2.094
3 S -1.00778 1.06925 0.05974  Cl2 2.094, O5 1.522, O7 1.505, C20 1.852
4 O -4.23033 4.03862 6.89043  C27 1.217
5 O -1.22572 0.17214 1.27029  S3 1.522
6 O 2.53860 2.59518 6.78331  C38 1.216
7 O -0.95854 0.18506 -1.15737  S3 1.505
8 O 3.56363 -3.60780 -0.09166  C25 1.220
9 O 0.09676 -2.94549 -6.19031  B40 1.456, H54 0.981
10 N -0.58162 -3.69316 -3.84630  B40 1.496, H58 1.034, H73 1.039
11 N -2.23592 3.28097 7.73265  C19 1.449, C27 1.364, C30 1.450
12 N 5.18286 -5.09746 -0.74096  C25 1.362, C33 1.450, C37 1.451
13 N -0.00982 1.39044 -4.13176  C29 1.456, C35 1.458, H41 1.029
14 N 2.02520 1.40732 4.88949  C18 1.448, C28 1.450, C38 1.364
15 N 1.68712 -0.53223 -4.36455  C32 1.357, C35 1.471
16 C -2.32222 -0.60472 -4.57300  C21 1.553, C23 1.588, C36 1.594
17 C -1.48342 3.56768 -2.19435  C34 1.603, C39 1.636, H45 1.146, H72 1.160
18 C 1.33940 1.37296 3.61430  N14 1.448, H48 1.093, H50 1.093, H84 1.091
19 C -0.83894 3.55195 8.00808  N11 1.449, H46 1.093, H80 1.091, H83 1.093
20 C -2.36063 2.33374 0.05035  S3 1.852, C34 1.603, H76 1.141, H77 1.156
21 C -0.83877 -1.06384 -4.59962  C16 1.553, C35 1.576, B40 1.629
22 C 1.87986 -1.88938 -2.13708  C32 1.612, H44 1.141, H52 1.154, H64 1.153
23 C -2.61000 0.93748 -4.32966  C16 1.588, C29 1.539, H47 1.150
24 C 2.85207 0.64692 -2.34416  C32 1.626, H51 1.157, H63 1.143, H66 1.143
25 C 4.72853 -3.88091 -0.33092  O8 1.220, N12 1.362, H74 1.102
26 C -4.08770 -1.04788 -2.15039  Cl1 1.832, C31 1.626, H85 1.158, H86 1.140
27 C -3.05219 4.20413 7.14813  O4 1.217, N11 1.364, H71 1.102
28 C 2.77632 0.24182 5.31491  N14 1.450, H55 1.091, H68 1.093, H75 1.093
29 C -1.39074 1.85106 -4.10895  N13 1.456, C23 1.539, C39 1.622
30 C -2.78356 1.98685 8.08988  N11 1.450, H49 1.093, H62 1.091, H70 1.093
31 C -4.72180 -1.16449 -3.64283  C26 1.626, C36 1.635, H69 1.153, H79 1.158
32 C 2.08596 -0.59039 -3.06880  N15 1.357, C22 1.612, C24 1.626
33 C 6.58588 -5.34688 -1.00632  N12 1.450, H57 1.093, H59 1.091, H65 1.093
34 C -2.71836 2.93247 -1.39285  C17 1.603, C20 1.603, H43 1.154, H67 1.160
35 C 0.31076 -0.01376 -4.35823  N13 1.458, N15 1.471, C21 1.576
36 C -3.58877 -1.55553 -4.75457  C16 1.594, C31 1.635, H60 1.151, H82 1.158
37 C 4.23188 -6.17858 -0.91757  N12 1.451, H53 1.090, H56 1.093, H81 1.093
38 C 1.98702 2.50159 5.70352  O6 1.216, N14 1.364, H42 1.102
39 C -1.70381 3.41407 -3.80849  C17 1.636, C29 1.622, H61 1.145, H78 1.156
40 B -0.42695 -2.61591 -4.87288  O9 1.456, N10 1.496, C21 1.629
41 H 0.72428 2.09249 -3.96852  N13 1.029
42 H 1.39054 3.32978 5.28681  C38 1.102
43 H -3.31979 2.16547 -2.01118  C34 1.154
44 H 0.82138 -2.31439 -2.18092  C22 1.141
45 H -1.23151 4.64654 -1.89960  C17 1.146
46 H -0.66292 3.45639 9.08239  C19 1.093
47 H -3.68361 1.34897 -4.30721  C23 1.150
48 H 0.61369 0.55552 3.62242  C18 1.093
49 H -3.17042 1.50110 7.19054  C30 1.093
50 H 2.07218 1.20261 2.82125  C18 1.093
51 H 3.54329 0.15562 -1.55765  C24 1.157
52 H 2.05801 -1.56980 -1.04211  C22 1.154
53 H 4.74012 -7.08553 -1.24654  C37 1.090
54 H -0.14496 -2.23314 -6.82050  O9 0.981
55 H 2.71478 -0.54803 4.56519  C28 1.091
56 H 3.72271 -6.36583 0.03092  C37 1.093
57 H 6.93728 -6.14361 -0.34612  C33 1.093
58 H -1.18958 -4.40510 -4.28570  N10 1.034
59 H 7.18286 -4.45003 -0.83313  C33 1.091
60 H -4.01708 -1.51707 -5.82174  C36 1.151
61 H -1.03235 4.11597 -4.41401  C39 1.145
62 H -2.01664 1.35916 8.54532  C30 1.091
63 H 2.13465 1.34349 -1.79075  C24 1.143
64 H 2.69923 -2.66829 -2.36457  C22 1.153
65 H 6.70177 -5.65848 -2.04745  C33 1.093
66 H 3.49214 1.16449 -3.13754  C24 1.143
67 H -3.46227 3.80164 -1.20275  C34 1.160
68 H 3.82092 0.52486 5.46613  C28 1.093
69 H -5.29140 -0.20427 -3.92914  C31 1.153
70 H -3.60797 2.12870 8.79295  C30 1.093
71 H -2.53808 5.15135 6.91759  C27 1.102
72 H -0.51883 2.96063 -1.97956  C17 1.160
73 H -1.06001 -3.24647 -3.03879  N10 1.039
74 H 5.53029 -3.13204 -0.22829  C25 1.102
75 H 2.37082 -0.11882 6.26327  C28 1.093
76 H -2.07321 3.16078 0.78219  C20 1.141
77 H -3.31112 1.80971 0.44699  C20 1.156
78 H -2.81028 3.65750 -4.03884  C39 1.156
79 H -5.42354 -2.08478 -3.61415  C31 1.158
80 H -0.56380 4.55857 7.68880  C19 1.091
81 H 3.48804 -5.88326 -1.66170  C37 1.093
82 H -3.36050 -2.67264 -4.55348  C36 1.158
83 H -0.22424 2.82540 7.47117  C19 1.093
84 H 0.81760 2.31237 3.42369  C18 1.091
85 H -3.73390 0.04596 -2.01553  C26 1.158
86 H -3.16571 -1.70067 -1.99477  C26 1.140

## Properties
E_tot = -3065.06408 hartree
Lowest unoccupied orbital energy = -3.89 eV
Total charge = +1
Gap between HOMO and LUMO = 0.239 Eh


This record from the Open Molecules 2025 dataset describes a 3-piece molecular cluster, C24H46BN4O11 overall. The level of theory is wB97M-V/def2-TZVPD.

Bonds (Å) are listed after each position.
Cartesian coordinates (Å):
1 O -0.52747 -2.13753 5.19601  C30 1.215
2 O 0.49168 -0.16917 2.54614  C20 1.378, B40 1.476
3 O 2.24774 -4.16103 3.77934  C24 1.201
4 O 3.84515 -3.48052 1.22477  C23 1.209
5 O 4.85664 -0.60727 -4.46400  C35 1.417, C37 1.415
6 O -3.47863 0.52807 -1.24367  C18 1.208
7 O 4.24121 -1.00345 3.68840  C33 1.208
8 O -6.53843 -0.25975 -4.14952  C27 1.429, C29 1.412
9 O -9.09383 0.01027 -2.69891  C19 1.418, C26 1.413
10 O 3.72856 1.49062 -2.72654  C32 1.429, C39 1.410
11 O 1.50029 -0.38128 0.46129  C31 1.397, B40 1.546
12 N 3.40941 -1.22364 1.54851  C23 1.418, C31 1.480, C33 1.427
13 N -3.40223 2.65682 -0.41305  C18 1.444, H52 1.013, H76 1.013
14 N 1.23516 -2.11513 3.66249  C20 1.479, C24 1.453, C30 1.439
15 N 0.36601 2.72786 3.26473  C36 1.279, H78 1.022
16 C 3.48920 0.99919 2.64416  C33 1.504, H51 1.090, H74 1.088, H83 1.093
17 C 1.01501 -0.32203 5.34050  C30 1.501, H54 1.092, H61 1.089, H70 1.086
18 C -3.08317 1.24965 -0.35925  O6 1.208, N13 1.444, C22 1.510
19 C -8.76186 -1.05100 -3.57921  O9 1.418, C29 1.514, H50 1.095, H56 1.095
20 C 0.91164 -1.47013 2.37109  O2 1.378, N14 1.479, C31 1.557, H71 1.106
21 C 1.87797 4.03459 1.84815  C36 1.522, H57 1.093, H60 1.090, H75 1.093
22 C -2.26717 0.74202 0.80526  C18 1.510, C25 1.549, H63 1.095, H72 1.093
23 C 4.24951 -2.34793 1.34500  O4 1.209, N12 1.418, C28 1.508
24 C 1.22308 -3.56641 3.58381  O3 1.201, N14 1.453, C34 1.506
25 C -1.01477 -0.06158 0.37651  C22 1.549, B40 1.639, H67 1.095, H69 1.096
26 C -9.27487 1.25035 -3.35232  O9 1.413, H44 1.089, H48 1.092, H80 1.097
27 C -5.90843 0.55528 -3.15925  O8 1.429, H53 1.088, H58 1.089, H73 1.093
28 C 5.69924 -1.98131 1.14904  C23 1.508, H41 1.087, H65 1.094, H81 1.091
29 C -7.27502 -1.33498 -3.60674  O8 1.412, C19 1.514, H47 1.096, H82 1.095
30 C 0.45548 -1.58232 4.74805  O1 1.215, N14 1.439, C17 1.501
31 C 1.97886 -1.43859 1.23801  O11 1.397, N12 1.480, C20 1.557, H45 1.091
32 C 3.18722 0.46927 -1.88697  O10 1.429, H46 1.093, H62 1.085, H85 1.091
33 C 3.73003 -0.48324 2.72584  O7 1.208, N12 1.427, C16 1.504
34 C -0.05975 -4.30078 3.29543  C24 1.506, H42 1.089, H68 1.091, H84 1.088
35 C 5.33590 0.72282 -4.37541  O5 1.417, C39 1.514, H43 1.095, H55 1.095
36 C 0.91865 2.88538 2.12235  N15 1.279, C21 1.522, C38 1.504
37 C 3.58380 -0.71316 -5.07383  O5 1.415, H49 1.092, H64 1.089, H86 1.097
38 C 0.61762 1.98544 0.95582  C36 1.504, B40 1.658, H66 1.100, H77 1.096
39 C 5.10119 1.32760 -3.00712  O10 1.410, C35 1.514, H59 1.096, H79 1.096
40 B 0.34991 0.36409 1.17730  O2 1.476, O11 1.546, C25 1.639, C38 1.658
41 H 6.33507 -2.84441 1.33166  C28 1.087
42 H 0.18419 -5.35171 3.14960  C34 1.089
43 H 6.41299 0.69269 -4.57265  C35 1.095
44 H -9.28604 2.02435 -2.58643  C26 1.089
45 H 1.89128 -2.36653 0.67107  C31 1.091
46 H 3.48358 -0.52470 -2.23188  C32 1.093
47 H -7.10319 -2.20852 -4.24570  C29 1.096
48 H -8.46336 1.45819 -4.05315  C26 1.092
49 H 2.87873 0.01200 -4.66264  C37 1.092
50 H -9.28860 -1.94278 -3.22393  C19 1.095
51 H 2.61762 1.26273 3.24310  C16 1.090
52 H -2.56279 3.20555 -0.26722  N13 1.013
53 H -5.03840 0.06094 -2.73169  C27 1.088
54 H 1.85311 -0.57190 5.99391  C17 1.092
55 H 4.86846 1.35096 -5.14146  C35 1.095
56 H -9.11490 -0.83003 -4.59238  C19 1.095
57 H 1.64055 4.89025 2.48508  C21 1.093
58 H -5.58027 1.46802 -3.65339  C27 1.089
59 H 5.56340 2.32151 -2.98411  C39 1.096
60 H 1.82736 4.32434 0.79849  C21 1.090
61 H 0.23474 0.18166 5.90930  C17 1.089
62 H 2.10492 0.54582 -1.91706  C32 1.085
63 H -2.95481 0.12209 1.39012  C22 1.095
64 H 3.21078 -1.71673 -4.87739  C37 1.089
65 H 5.83306 -1.63494 0.12043  C28 1.094
66 H -0.22899 2.47249 0.45028  C38 1.100
67 H -0.84547 0.08175 -0.69583  C25 1.095
68 H -0.69858 -4.20496 4.17454  C34 1.091
69 H -1.25276 -1.12625 0.48258  C25 1.096
70 H 1.34603 0.32752 4.53516  C17 1.086
71 H 0.09729 -2.05394 1.90371  C20 1.106
72 H -1.98656 1.59687 1.42550  C22 1.093
73 H -6.60580 0.81800 -2.35981  C27 1.093
74 H 3.34567 1.30495 1.61010  C16 1.088
75 H 2.90689 3.73448 2.06226  C21 1.093
76 H -4.06850 2.89844 0.31037  N13 1.013
77 H 1.45653 2.06251 0.25428  C38 1.096
78 H 0.67810 3.46749 3.89750  N15 1.022
79 H 5.58374 0.71279 -2.23910  C39 1.096
80 H -10.23097 1.27117 -3.88959  C26 1.097
81 H 5.99660 -1.16044 1.80403  C28 1.091
82 H -6.91951 -1.57836 -2.60035  C29 1.095
83 H 4.36372 1.49283 3.07585  C16 1.093
84 H -0.61495 -3.88726 2.45557  C34 1.088
85 H 3.50892 0.60338 -0.85268  C32 1.091
86 H 3.66053 -0.56944 -6.15830  C37 1.097

## Properties
E_tot = -2013.66702 hartree
Energy relative to the best compared isomer or geometry (same formula, charge and spin) = 0.0 kcal/mol
Lowest unoccupied orbital energy = 2.55 eV
Total charge = -1
Gap between HOMO and LUMO = 0.302 Eh


This record from the Open Molecules 2025 dataset describes a 6-piece molecular cluster, C24H46F3NO18PS overall. The level of theory is wB97M-V/def2-TZVPD.

Bonds (Å) are listed after each position.
Cartesian coordinates (Å):
1 S -2.56804 2.48986 0.06204  P2 2.059, H67 1.340
2 P -2.79616 2.22259 -1.96699  S1 2.059, N24 1.672, C27 1.818, C28 1.902
3 F -3.88397 -0.12774 -1.93111  C28 1.340
4 F -5.19272 1.40203 -1.13398  C28 1.321
5 F -4.94809 1.20097 -3.27780  C28 1.325
6 O 6.71269 5.49665 -5.26628  C36 1.433, C42 1.333
7 O 2.46668 -2.93447 1.64558  C29 1.331, C44 1.427
8 O -6.80907 -7.78082 4.58583  C34 1.431, C48 1.330
9 O 1.99287 -2.87733 -0.56129  C29 1.206
10 O -1.25599 4.53724 -3.94002  C33 1.195
11 O -0.76342 -4.84011 4.84971  C38 1.207
12 O -0.50405 -6.89426 5.75112  C38 1.330, C41 1.430
13 O 2.25169 -4.80340 0.59024  C29 1.330, C31 1.435
14 O 6.69525 6.21732 -7.40721  C42 1.200
15 O -0.04561 3.28510 3.03919  C39 1.429, C43 1.341
16 O -5.10899 -6.52505 4.15024  C25 1.428, C48 1.334
17 O 1.73408 1.62271 -3.03179  C32 1.427, C40 1.366
18 O -6.36501 -7.27473 2.42977  C48 1.203
19 O 0.92806 -6.22371 4.28302  C26 1.434, C38 1.329
20 O 2.31490 2.84048 -1.23876  C40 1.207
21 O -0.78741 4.07695 4.90700  C43 1.328, C45 1.435
22 O 1.44448 4.04296 4.55658  C43 1.200
23 O 5.08878 4.88118 -6.55080  C42 1.335, C47 1.431
24 N -3.00238 3.72111 -2.67894  P2 1.672, C33 1.482, C35 1.501
25 C -4.27813 -5.85374 3.20286  O16 1.428, H53 1.087, H65 1.089, H88 1.089
26 C 1.39608 -5.21888 3.37331  O19 1.434, H83 1.086, H85 1.081, H90 1.087
27 C -1.37593 1.33337 -2.67223  P2 1.818, C30 1.542, H56 1.095, H63 1.092
28 C -4.34040 1.11980 -2.10323  P2 1.902, F3 1.340, F4 1.321, F5 1.325
29 C 2.21567 -3.48064 0.45857  O7 1.331, O9 1.206, O13 1.330
30 C -0.23242 1.18696 -1.64777  C27 1.542, C32 1.523, H69 1.091, H73 1.088
31 C 2.00044 -5.51502 -0.63039  O13 1.435, H78 1.086, H80 1.087, H94 1.088
32 C 1.03088 0.62821 -2.28814  O17 1.427, C30 1.523, H71 1.093, H91 1.090
33 C -1.72605 4.45617 -2.84382  O10 1.195, N24 1.482, C46 1.498
34 C -7.93293 -8.54943 4.14498  O8 1.431, H55 1.088, H75 1.086, H84 1.088
35 C -3.69783 3.63491 -4.00575  N24 1.501, H52 1.089, H72 1.085, H93 1.090
36 C 7.93332 6.22009 -5.06881  O6 1.433, H86 1.086, H89 1.088, H92 1.088
37 C 3.98484 2.49243 -2.90003  C40 1.494, H59 1.091, H60 1.090, H66 1.087
38 C -0.16757 -5.88413 4.95450  O11 1.207, O12 1.330, O19 1.329
39 C 1.05216 2.96810 2.18076  O15 1.429, H51 1.088, H57 1.088, H68 1.088
40 C 2.62720 2.34629 -2.29442  O17 1.366, O20 1.207, C37 1.494
41 C -1.66908 -6.65517 6.54470  O12 1.430, H49 1.088, H62 1.086, H64 1.088
42 C 6.21585 5.59544 -6.49916  O6 1.333, O14 1.200, O23 1.335
43 C 0.31598 3.82693 4.21099  O15 1.341, O21 1.328, O22 1.200
44 C 2.46265 -1.50720 1.66827  O7 1.427, H58 1.089, H61 1.086, H87 1.089
45 C -0.55181 4.66067 6.19608  O21 1.435, H50 1.088, H54 1.085, H79 1.088
46 C -1.10856 5.12241 -1.65229  C33 1.498, H74 1.088, H76 1.092, H82 1.088
47 C 4.44464 4.89914 -7.82856  O23 1.431, H70 1.088, H77 1.088, H81 1.086
48 C -6.12117 -7.20287 3.60549  O8 1.330, O16 1.334, O18 1.203
49 H -2.53427 -6.47137 5.91031  C41 1.088
50 H 0.03897 3.99026 6.81596  C45 1.088
51 H 1.71495 2.23689 2.63981  C39 1.088
52 H -4.76616 3.54996 -3.81352  C35 1.089
53 H -3.50120 -5.34910 3.77229  C25 1.087
54 H -1.52943 4.80702 6.64405  C45 1.085
55 H -8.64789 -7.91753 3.62217  C34 1.088
56 H -1.06378 1.93790 -3.53056  C27 1.095
57 H 0.61742 2.54038 1.27965  C39 1.088
58 H 1.48404 -1.12295 1.38273  C44 1.089
59 H 4.65172 1.73513 -2.48582  C37 1.091
60 H 4.36228 3.45909 -2.56633  C37 1.090
61 H 2.68027 -1.22048 2.69248  C44 1.086
62 H -1.84048 -7.55172 7.13219  C41 1.086
63 H -1.71306 0.36135 -3.03741  C27 1.092
64 H -1.51508 -5.81271 7.21613  C41 1.088
65 H -3.81591 -6.56721 2.52256  C25 1.089
66 H 3.96478 2.47129 -3.98624  C37 1.087
67 H -2.69458 3.81872 0.17954  S1 1.340
68 H 1.61390 3.86136 1.91567  C39 1.088
69 H -0.57320 0.54235 -0.83554  C30 1.091
70 H 5.09378 4.47587 -8.59206  C47 1.088
71 H 1.66736 0.25059 -1.48375  C32 1.093
72 H -3.54258 4.55720 -4.55500  C35 1.085
73 H 0.01282 2.17786 -1.27138  C30 1.088
74 H -0.77997 4.41596 -0.89228  C46 1.088
75 H -8.39107 -8.95538 5.04145  C34 1.086
76 H -1.80904 5.84932 -1.23520  C46 1.092
77 H 4.15991 5.91325 -8.10096  C47 1.088
78 H 2.06678 -6.56968 -0.38175  C31 1.086
79 H -0.04684 5.61869 6.09486  C45 1.088
80 H 2.74983 -5.26841 -1.37873  C31 1.087
81 H 3.55415 4.28551 -7.72694  C47 1.086
82 H -0.22898 5.65941 -2.00097  C46 1.088
83 H 0.64033 -5.01263 2.62122  C26 1.086
84 H -7.61088 -9.36257 3.49788  C34 1.088
85 H 2.28461 -5.61856 2.90448  C26 1.081
86 H 8.22015 6.05309 -4.03507  C36 1.086
87 H 3.23142 -1.11082 1.00706  C44 1.089
88 H -4.84798 -5.11853 2.63734  C25 1.089
89 H 8.71164 5.84529 -5.72987  C36 1.088
90 H 1.64920 -4.31053 3.91458  C26 1.087
91 H 0.80361 -0.22644 -2.92616  C32 1.090
92 H 7.78004 7.28347 -5.23937  C36 1.088
93 H -3.38247 2.78042 -4.60527  C35 1.090
94 H 1.00442 -5.29038 -1.00550  C31 1.088

## Properties
E_tot = -3390.11110 hartree
Lowest unoccupied orbital energy = -3.47 eV
Total charge = +1
Gap between HOMO and LUMO = 0.318 Eh